No. 1
{
  "formula": "C47H50ClN8O15PSi",
  "method": "the ωB97M-V functional and the def2-TZVPD basis",
  "smiles": "C[C@@H](Cl)C[Si@H](CN)P(C)O.O=[N+]([O-])c1ccccc1.O=[N+]([O-])c1ccccc1.O=[N+]([O-])c1ccccc1.O=[N+]([O-])c1ccccc1.O=[N+]([O-])c1ccccc1.O=[N+]([O-])c1ccccc1.O=[N+]([O-])c1ccccc1",
  "fmax_ha_per_bohr": 0.1099,
  "energy_ev": -121850.02239,
  "total_charge": 0,
  "elements": ["C", "C", "O", "H", "C", "C", "H", "C", "H", "C", "H", "H", "C", "N", "H", "C", "C", "C", "C", "C", "H", "C", "H", "H", "C", "H", "C", "H", "N", "N", "H", "C", "O", "C", "H", "N", "C", "N", "H", "C", "C", "H", "H", "O", "C", "H", "C", "O", "H", "O", "C", "C", "C", "H", "H", "C", "H", "H", "H", "C", "C", "C", "C", "C", "C", "O", "O", "H", "H", "H", "H", "O", "O", "C", "C", "N", "H", "O", "H", "N", "Si", "H", "N", "H", "C", "H", "H", "O", "H", "O", "H", "C", "H", "Cl", "H", "H", "O", "H", "H", "O", "C", "C", "C", "H", "P", "H", "H", "C", "H", "H", "C", "O", "H", "H", "C", "H", "H", "C", "H", "C", "C", "C", "C"],
  "coordinates": [[3.58675, -4.17718, -1.75373], [4.75100, -7.72657, 3.71884], [-3.04794, -2.00466, 1.74606], [1.26410, 3.13534, -2.53540], [-3.31458, 0.40676, 6.55974], [-1.51374, -5.56484, 3.04705], [-3.70198, -6.07883, 5.58881], [7.11855, -8.09449, 3.97858], [-5.14872, 2.93993, 7.87085], [-4.86514, 2.11965, 7.22821], [-2.01440, 1.34995, -5.10077], [7.78569, 0.82151, -6.41885], [-9.09270, 4.39924, 1.25606], [-2.34741, 2.15533, -4.58349], [3.57739, -2.66731, -0.22939], [3.24104, -5.47920, -2.09126], [7.37072, -7.32082, 2.85631], [-2.00574, -4.35925, 2.57277], [6.72666, 0.96678, -6.26504], [4.00048, 1.38587, -5.87784], [4.07547, -3.54284, -2.48198], [2.97687, 2.66884, -1.23300], [-0.54676, 5.94152, -4.40946], [-1.53931, -3.86237, 1.73441], [-2.12661, -6.18032, 4.13159], [2.45562, -4.10800, 1.43331], [5.91226, -0.08031, -5.86238], [-2.28451, 2.94682, -5.21600], [4.04304, 0.49830, -0.78877], [-3.60686, -2.50378, 2.70033], [-2.37061, -0.10526, 6.69821], [0.99768, 3.31696, -0.02914], [-4.25003, 4.19296, 1.97635], [6.29812, -6.76563, 2.18321], [4.38822, 3.42420, -6.44240], [7.01396, 3.32539, -6.90743], [-5.37467, 0.67004, 5.35296], [1.63895, -6.63054, 1.05920], [-8.77495, 4.30087, 3.38014], [-7.11140, 4.38059, -0.11184], [2.97627, 1.48017, -0.52573], [2.71507, 3.27188, -3.56046], [-6.04489, 0.37706, 4.55790], [8.19126, 3.09022, -7.09445], [-3.22798, -5.59528, 4.74518], [2.03646, 0.24285, 0.95041], [-0.13869, 5.28365, -3.63700], [-3.61718, 6.31306, -2.23162], [5.62215, -8.90934, 5.28080], [6.49236, 4.41293, -7.05571], [2.67952, -4.48675, 0.44669], [3.30973, -3.68096, -0.48728], [4.55206, 0.12770, -5.67141], [-1.40942, 4.28550, -1.40354], [3.73368, -7.88254, 4.05226], [-3.72429, -4.38695, 4.28116], [-10.17125, 4.43419, 1.33924], [2.32712, -7.30619, -1.41812], [0.25097, 1.90068, 1.40108], [-1.49175, 2.39108, -3.38934], [-3.66309, 1.45318, 7.40631], [5.81279, -8.29994, 4.40691], [-6.35571, 4.31538, 1.04630], [1.12139, 4.60462, -4.15564], [4.99194, -6.95030, 2.59689], [1.40824, -6.16927, 2.16942], [7.70343, -5.81288, 0.62218], [8.37972, -7.15338, 2.50940], [-2.99662, 1.75531, 8.20308], [6.34148, -1.05974, -5.69925], [2.94155, 1.55171, -5.72818], [-7.66536, 2.05478, 5.06186], [-4.39106, 4.34885, -0.16456], [6.15497, 2.20955, -6.46759], [-5.69632, 1.71578, 6.19846], [-4.88516, 4.28318, 0.94555], [-6.31791, 4.22482, 3.18705], [-7.21406, 3.38445, 6.69512], [0.21897, 4.04200, 0.16848], [6.55104, -5.95309, 0.97911], [-1.52778, 4.20740, -2.87710], [-4.57525, -3.91638, 4.75144], [-6.96024, 2.43764, 5.97537], [-9.10084, 4.47302, -0.89164], [1.97533, 3.59201, -0.97692], [3.46179, -5.86254, -3.07844], [2.34310, 4.54413, -2.41126], [5.58598, -5.47410, 0.41458], [-4.28874, 6.38970, -5.26045], [1.32382, -7.75221, 0.71954], [3.74369, 2.86800, -1.96710], [-3.09936, -3.79079, 3.20023], [-2.70954, 6.92014, -4.69913], [0.77210, 3.58800, -5.61040], [-6.63253, 4.39047, -1.08107], [3.91896, -0.69374, -5.36137], [4.88641, 0.78335, -1.61229], [-4.46864, 6.26019, -1.78515], [1.95907, 4.52843, -1.51819], [4.01313, -0.54957, -0.16682], [-6.93229, 4.28265, 2.30046], [2.33282, -5.77778, 0.08690], [2.01118, 1.18300, 0.41975], [-0.47028, 2.04280, -3.57669], [-3.55812, 5.07898, -3.35241], [4.17960, -6.49221, 2.05370], [-3.90629, -0.79734, 4.87486], [1.89132, 3.82577, -3.10314], [-1.74355, -7.12372, 4.49900], [0.19267, 5.94493, -2.82483], [2.60553, -6.29281, -1.16851], [-4.55297, -1.99794, 3.28168], [-2.82806, 5.44713, -5.68299], [-1.89679, 1.80263, -2.55928], [1.01493, 2.11438, 0.66592], [7.94378, -8.53938, 4.51810], [1.79180, 5.37750, -4.54119], [-3.32107, 6.03299, -4.90262], [-0.64707, -6.00788, 2.57302], [-8.49269, 4.42333, 0.00158], [-8.31278, 4.32612, 2.40258], [-4.16983, 0.01289, 5.53779], [4.80478, 2.44085, -6.27857]]
}



No. 2
{
  "formula": "C47H50IrN6O3",
  "method": "the ωB97M-V functional and the def2-TZVPD basis",
  "de_lowest_ev": 1.035,
  "fmax_ha_per_bohr": 0.0543,
  "total_charge": 1,
  "elements": ["H", "H", "H", "H", "H", "C", "C", "C", "C", "C", "N", "H", "N", "C", "H", "C", "Ir", "H", "H", "C", "C", "C", "H", "N", "C", "H", "C", "H", "C", "C", "C", "H", "H", "H", "O", "C", "N", "C", "H", "H", "H", "H", "H", "H", "H", "H", "C", "O", "O", "C", "H", "H", "C", "H", "N", "H", "H", "C", "H", "C", "H", "C", "H", "C", "H", "C", "C", "H", "C", "C", "H", "C", "H", "H", "C", "C", "H", "H", "C", "H", "H", "C", "C", "C", "C", "C", "C", "H", "C", "C", "C", "C", "H", "C", "C", "H", "H", "H", "N", "H", "C", "C", "H", "H", "H", "H", "C"],
  "coordinates": [[0.70637, -7.86684, 1.65325], [-3.65989, -2.67654, -5.51646], [2.73612, -0.12749, 5.66677], [-2.20600, -4.58077, -3.82739], [3.12736, -6.65516, -1.02854], [2.81065, -2.61255, 0.62677], [3.02232, 0.79114, -2.13026], [2.90005, 2.14003, -5.62312], [-5.64639, 2.93861, 3.21130], [-1.41248, -0.17556, -1.32991], [3.86800, 0.91689, -1.11102], [1.28298, 4.45055, -0.91084], [1.74979, -2.07091, 0.02845], [3.34504, 0.25404, 3.64049], [-2.45861, 6.54370, 2.96814], [-4.75131, -2.41079, -2.95456], [1.40321, -0.02105, -0.06365], [-2.09146, 2.32607, 1.43581], [-5.45562, -2.85528, -3.65902], [-3.41261, 4.63433, 3.26036], [-3.02612, -2.18332, -4.77754], [-5.57314, 3.97103, 4.13219], [-3.94283, -4.68144, -4.09158], [1.70381, -0.13198, 1.97622], [4.80883, 1.57718, -3.68287], [5.54038, 1.65163, 0.45419], [1.16305, -0.49931, 4.26182], [0.31211, 6.63536, -1.54491], [-4.38966, 5.87936, 5.23206], [0.59353, -6.82968, 1.33737], [3.46465, 1.29602, -3.44426], [-6.52114, 2.30187, 3.17403], [5.53710, 1.36268, -2.91354], [0.42568, -0.77785, 5.00078], [-0.46638, 1.51420, 0.88987], [-3.31600, -2.75230, -3.37905], [-2.45669, 3.26647, 1.42100], [-0.40480, -2.19757, -0.96664], [2.15796, 2.37230, -6.37539], [1.47280, 1.35414, -4.21861], [4.53503, 2.89896, -6.78498], [-3.22194, -1.11063, -4.82277], [2.96250, -6.25724, 2.67139], [-5.26548, 5.84142, 5.87754], [5.90223, 0.42691, 1.68336], [-3.11107, -0.11196, -2.59397], [-0.43255, 3.79157, 0.17304], [1.83763, 0.29408, -2.03893], [1.34470, 2.22261, -0.11255], [2.51352, 1.56771, -4.42207], [-4.33343, 6.87594, 4.78792], [6.23511, 2.36091, -5.07271], [-2.27033, 5.35943, 0.24414], [-1.90811, 5.67001, 4.38833], [-0.43778, -0.88596, -0.74814], [-6.38476, 4.12929, 4.83228], [-1.41948, 0.88414, -1.12092], [-3.17693, -4.27491, -3.43098], [2.15022, -8.04669, -0.53502], [2.95044, 0.25886, 2.31772], [-4.62889, 1.93175, 1.60835], [0.83669, -0.50121, 2.91740], [3.60923, -1.93138, 0.89060], [1.92096, -6.32077, 0.75453], [-1.98404, -2.35245, -5.05591], [2.91039, -3.96390, 0.88794], [-4.46419, 4.80510, 4.17612], [1.38629, -6.66668, -1.33838], [-1.71654, 4.13394, 0.64739], [0.74821, -4.22673, -0.04599], [0.29437, -6.24130, 2.20736], [-1.55676, 6.23700, -0.54237], [4.35548, 0.54690, 3.88960], [-4.96439, -2.81073, -1.96110], [-0.25533, 5.93828, -0.94334], [-4.59813, 2.73541, 2.33479], [-0.11616, -4.82794, -0.28839], [-3.28819, 5.58208, 0.53976], [-1.32064, -2.84201, -1.77830], [-1.20687, -3.90185, -1.95150], [4.03719, -6.47898, 1.27288], [-3.49437, 3.58697, 2.33492], [0.16173, 2.45047, 0.36360], [1.86373, -4.81393, 0.55005], [3.82790, 0.66827, 1.20352], [5.20323, 1.21408, 1.38823], [4.23682, 2.43280, -5.85491], [-3.50399, 5.75270, 5.85817], [-2.32950, -2.12089, -2.40857], [2.44172, -0.12230, 4.62566], [2.15948, -6.95930, -0.62547], [0.28526, 4.72199, -0.59275], [-0.14274, -0.79844, 2.56924], [3.06024, -6.72880, 1.69079], [-2.21744, 5.54745, 3.34960], [-0.21566, -6.80089, 0.60584], [3.03789, -7.80907, 1.83322], [5.20955, 1.97993, 2.16570], [3.28053, 0.52727, 0.05071], [3.80951, -4.33376, 1.35731], [0.71890, -2.87401, -0.31143], [-2.36142, -0.75086, -2.14774], [-1.36495, 5.17735, 2.78970], [-3.31807, -4.72360, -2.44466], [-4.92906, -1.33494, -2.93658], [-2.02012, 7.16278, -0.86101], [5.19201, 2.13853, -4.88899]]
}